A molecular structure, C8H19GdI2O3P2. Source: OMol25; level of theory: ωB97M-V/def2-TZVPD.

Cartesian coordinates (Å):
H 1.819 3.030 1.399
O -1.064 3.154 3.159
H -0.423 0.954 -3.418
C -1.336 2.205 2.284
H -3.544 -0.044 -0.966
H 2.783 2.228 0.143
O -2.201 -0.160 2.039
H -0.996 -2.983 -2.136
C 1.127 0.744 3.279
C -1.355 -0.099 1.256
H 1.949 1.025 3.944
C -3.110 -0.939 -1.421
H 0.260 -2.008 -2.924
H 3.933 -0.082 2.177
H -2.361 2.182 1.923
I 0.459 -2.646 0.520
H -2.006 1.516 -2.845
C 3.114 -0.541 1.614
H -3.688 -1.213 -2.309
H 0.718 -0.220 3.593
H -3.144 -1.757 -0.696
C -0.814 -2.096 -2.745
H 0.338 1.499 3.336
H -1.919 0.205 -4.066
O -0.272 1.405 1.637
H 3.405 2.307 1.824
H 3.431 -0.748 0.589
I -0.687 2.629 -0.308
H -1.351 -2.171 -3.696
P -1.368 -0.604 -1.855
H 2.810 -1.478 2.083
P 1.702 0.612 1.551
C -1.445 0.644 -3.182
Gd 0.000 0.000 0.000
C 2.510 2.209 1.201

Calculated values
Total charge: +2
Multiplicity: 8
Energy relative to the best compared isomer or geometry (same formula, charge and spin): 1273.5 kJ/mol
Kohn-Sham gap (spin up / spin down): 6.97 / 6.14 eV

Löwdin atomic charge list, values in e, 4 entries:
1. H 0.045
2. O 0.079
3. H 0.059
4. C -0.325